No. 1
Formula: C2H3BrS
Source: the OMol25 dataset
Level of theory: ωB97M-V with the def2-TZVPD basis set

Structure (XYZ):
```
7
Properties=species:S:1:pos:R:3
Br 0.005 2.087 0.619
C 1.315 -0.967 -1.308
H 0.697 1.788 -0.555
H -0.505 -1.200 -2.367
H -0.366 -1.844 -0.507
C 0.090 -1.408 -1.522
S 2.821 -0.696 -0.941
```

Calculated values
HOMO-LUMO gap ... 8.5 eV
Multiplicity ... 1
Structure (SMILES) ... C=C=S.Br
Total charge ... 0
LUMO energy ... -0.341 eV

No. 2
Formula: C2H3BrS
Source: the OMol25 dataset
Level of theory: ωB97M-V with the def2-TZVPD basis set

Structure (XYZ):
```
7
Properties=species:S:1:pos:R:3
H 0.511 0.183 1.212
S -0.362 2.506 2.011
Br -2.931 1.214 0.283
C -0.107 0.266 0.215
H 0.658 0.741 -0.452
C -1.020 1.301 0.610
H -0.590 -0.527 -0.351
```

Calculated values
HOMO-LUMO gap ... 7.4 eV
Multiplicity ... 1
Structure (SMILES) ... CC(=S)Br
Total charge ... 0
LUMO energy ... -1.408 eV

No. 3
Formula: C2H3CdO2
Source: the OMol25 dataset
Level of theory: ωB97M-V with the def2-TZVPD basis set

Structure (XYZ):
```
8
Properties=species:S:1:pos:R:3
H 1.646 -0.432 -1.313
Cd -1.562 -0.507 0.778
O -0.074 0.641 2.014
O -0.682 1.703 2.123
C 0.712 0.009 -0.946
H -0.618 -1.413 -1.719
C -0.480 -0.566 -1.035
H 1.058 0.564 0.096
```

Calculated values
HOMO-LUMO gap (spin up / spin down) ... 7.3 / 7.1 eV
Multiplicity ... 1
Total charge ... +1
LUMO energy (spin up / spin down) ... -7.435 / -7.616 eV

No. 4
Formula: C2H3Cl
Source: the OMol25 dataset
Level of theory: ωB97M-V with the def2-TZVPD basis set

Structure (XYZ):
```
6
Properties=species:S:1:pos:R:3
H -1.669 -1.513 -0.537
C -1.838 0.556 0.228
H -1.672 1.634 0.382
Cl 2.803 0.173 -0.265
H 4.010 -0.260 0.341
C -1.635 -0.590 -0.148
```

Calculated values
HOMO-LUMO gap ... 11.2 eV
Multiplicity ... 1
Structure (SMILES) ... C#C.Cl
Total charge ... 0
LUMO energy ... 0.564 eV

No. 5
Formula: C2H3Cl2F
Source: the OMol25 dataset
Level of theory: ωB97M-V with the def2-TZVPD basis set

Structure (XYZ):
```
8
Properties=species:S:1:pos:R:3
Cl 1.220 -1.610 0.199
F -0.080 -0.062 1.556
C -0.144 -0.507 0.372
Cl -1.506 -1.466 0.172
H -0.730 1.119 -1.218
C 0.054 0.648 -0.487
H 0.962 0.484 -0.846
H 0.225 1.394 0.252
```

Calculated values
HOMO-LUMO gap ... 11.8 eV
Multiplicity ... 1
Total charge ... 0
LUMO energy ... 0.881 eV

No. 6
Formula: C2H3Cl2FO
Source: the OMol25 dataset
Level of theory: ωB97M-V with the def2-TZVPD basis set

Structure (XYZ):
```
9
Properties=species:S:1:pos:R:3
F -0.230 -2.105 -0.220
C -0.694 0.210 0.190
Cl -1.835 0.324 -1.009
Cl -1.396 0.684 1.723
O 0.576 1.944 -0.105
C 0.353 -0.885 -0.039
H 1.028 -1.108 0.804
H 1.403 1.531 -0.398
H 0.796 -0.595 -0.947
```

Calculated values
HOMO-LUMO gap ... 9.3 eV
Multiplicity ... 1
Total charge ... 0
LUMO energy ... -1.100 eV

The evaluated energy relative to the best compared isomer or geometry (same formula, charge and spin) for the records listed, in turn: 23.23 44.77 103.03 44.98 30.89 73.20 kcal/mol.
The evaluated E for the records listed, in turn: -82998.554 -82997.620 -10766.416 -14642.360 -29883.782 -31929.074 eV.
The evaluated F_max for the records listed, in turn: 3.6 6.8 4.8 5.4 5.6 3.5 eV Å⁻¹.